Molecular formula: C21H19N3O2
Method: DFT, ωB97M-V/def2-TZVPD

Values from the calculation:
Lowest unoccupied orbital energy, eV: -0.91

Last column: Mulliken charge in e.
CARTESIAN COORDINATES (ANGSTROEM)
C1 0.630 -1.387 -3.769  -1.566
C2 1.749 -0.751 -2.938  -0.089
N1 1.205 -0.112 -1.787  -0.084
C3 0.349 0.976 -1.845  0.388
O1 0.297 1.646 -2.847  -0.660
C4 -0.401 1.340 -0.627  1.077
C5 -0.821 2.678 -0.483  -1.200
C6 -1.426 3.066 0.683  -0.798
C7 -1.525 2.186 1.794  0.934
C8 -1.112 0.848 1.638  0.441
C9 -0.584 0.406 0.422  -1.107
C10 -1.054 -0.051 2.857  -0.718
N2 -2.073 0.335 3.866  -0.283
C11 -2.389 1.703 4.104  0.161
C12 -2.944 2.096 5.325  -0.442
N3 -3.319 3.316 5.612  -0.633
C13 -3.205 4.260 4.629  -0.520
C14 -2.581 3.944 3.403  -0.432
C15 -2.143 2.630 3.085  0.760
C16 2.707 -1.810 -2.339  0.472
C17 3.530 -2.553 -3.396  -0.794
C18 3.375 -3.907 -3.683  -0.417
C19 2.454 -4.718 -2.916  -0.255
C20 1.757 -4.184 -1.827  -0.710
C21 1.972 -2.810 -1.407  0.427
O2 1.504 -2.478 -0.317  -0.675
H1 0.042 -0.651 -4.367  0.385
H2 -0.064 -1.895 -3.107  0.356
H3 1.005 -2.123 -4.456  0.420
H4 2.240 0.001 -3.612  0.372
H5 1.100 -0.699 -0.954  0.204
H6 -0.626 3.356 -1.357  0.374
H7 -1.734 4.097 0.745  0.262
H8 -0.272 -0.632 0.283  0.489
H9 -0.078 0.018 3.297  0.273
H10 -1.258 -1.101 2.550  0.438
H11 -2.262 -0.317 4.640  0.218
H12 -3.094 1.371 6.092  0.331
H13 -3.579 5.264 4.778  0.365
H14 -2.478 4.760 2.702  0.307
H15 3.417 -1.261 -1.667  0.363
H16 4.274 -1.951 -3.928  0.383
H17 4.050 -4.340 -4.448  0.373
H18 2.319 -5.778 -3.155  0.394
H19 1.049 -4.786 -1.272  0.416


Molecular formula: C21H19N4OSTc
Method: DFT, ωB97M-V/def2-TZVPD

Values from the calculation:
2S+1: 2
Lowest unoccupied orbital energy (alpha / beta), eV: -11.55 / -11.36
Expectation value of S²: 1.23
Charge: +3

Last column: Mulliken charge in e.
CARTESIAN COORDINATES (ANGSTROEM)
Tc1 0.670 -0.127 -0.385  -0.155
C1 -0.272 -3.194 2.404  -0.859
C2 -1.567 -3.524 2.019  -0.730
C3 -2.182 -2.889 0.942  -0.579
C4 -1.493 -1.902 0.256  0.452
C5 -0.185 -1.544 0.667  0.322
C6 0.432 -2.197 1.734  0.118
C7 -1.968 -1.202 -0.940  1.527
C8 -3.129 -1.500 -1.661  -0.853
C9 -3.369 -0.827 -2.835  -0.675
C10 -2.479 0.158 -3.295  0.939
C11 -2.691 0.876 -4.496  -0.844
C12 -1.802 1.842 -4.888  -0.750
C13 -0.678 2.139 -4.092  -0.842
C14 -0.442 1.469 -2.915  -0.701
C15 -1.333 0.458 -2.506  1.400
N1 -1.106 -0.252 -1.351  -0.114
H1 0.195 -3.720 3.223  0.448
H2 -2.102 -4.297 2.553  0.450
H3 -3.178 -3.186 0.648  0.446
H4 1.441 -1.960 2.032  0.450
H5 -3.807 -2.263 -1.315  0.439
H6 -4.247 -1.063 -3.422  0.499
H7 -3.564 0.653 -5.093  0.459
H8 -1.963 2.391 -5.803  0.442
H9 -0.004 2.923 -4.407  0.447
H10 0.401 1.765 -2.299  0.197
N2 4.691 -1.264 -0.365  -0.332
C16 3.791 -0.412 -0.835  0.671
N3 4.052 0.370 -1.874  -0.322
O1 2.646 -0.349 -0.243  -0.678
H11 5.616 -1.351 -0.760  0.222
H12 4.441 -1.887 0.384  0.228
H13 4.946 0.347 -2.343  0.216
H14 3.411 1.093 -2.150  0.179
S1 0.082 1.764 0.581  -0.336
C17 0.422 1.800 2.321  0.581
N4 -0.326 2.710 2.993  -0.037
C18 -0.200 2.954 4.305  -0.215
C19 0.731 2.249 5.045  -0.595
C20 1.519 1.311 4.393  -0.464
C21 1.370 1.087 3.026  -0.209
H15 -1.022 3.244 2.478  0.291
H16 -0.856 3.711 4.712  0.448
H17 0.833 2.445 6.102  0.447
H18 2.265 0.759 4.947  0.453
H19 2.011 0.392 2.510  0.519


Molecular formula: C21H19NO5
Method: DFT, ωB97M-V/def2-TZVPD

Values from the calculation:
Lowest unoccupied orbital energy, eV: -0.82

Last column: Mulliken charge in e.
CARTESIAN COORDINATES (ANGSTROEM)
C1 3.211 -2.680 -3.579  -0.882
H1 2.174 -3.309 -3.521  0.327
O1 2.812 -1.440 -3.128  -0.416
C2 2.466 -1.170 -1.993  1.352
C3 2.187 -2.142 -1.218  -0.985
C4 1.942 -1.772 0.197  0.488
C5 1.823 -0.353 0.520  0.692
C6 1.823 0.380 -0.432  -0.460
C7 2.285 0.062 -1.705  -0.056
O2 2.458 1.093 -2.687  -0.274
C8 2.331 2.275 -2.274  -1.027
H2 2.948 2.633 -1.649  0.555
H3 2.363 2.980 -3.529  0.151
H4 1.224 2.567 -2.030  0.251
H5 1.621 1.432 -0.184  0.250
C9 1.299 -0.069 1.958  -2.141
N1 0.391 -1.087 2.413  0.069
C10 -0.867 -1.262 2.420  0.128
O3 -1.684 -2.348 2.958  -0.710
C11 -1.537 -0.119 1.871  0.617
C12 -2.535 0.569 2.350  -0.650
C13 -2.971 1.746 1.819  0.314
O4 -3.907 2.477 2.365  -0.705
C14 -2.595 1.930 0.405  0.757
C15 -3.383 2.624 -0.487  -0.721
C16 -2.933 3.016 -1.766  -0.500
C17 -1.978 2.214 -2.484  -0.715
C18 -1.475 0.968 -1.444  -0.016
C19 -1.715 1.030 -0.245  0.287
O5 -1.284 0.045 0.512  -0.264
H6 -0.763 0.261 -1.892  0.397
H7 -1.692 2.102 -3.470  0.521
H8 -3.265 3.793 -2.382  0.427
H9 -3.970 3.638 -0.178  0.202
H10 -2.731 0.511 3.392  0.437
C20 1.209 -2.526 2.826  -1.022
C21 1.457 -3.056 1.174  -1.261
H11 2.597 -3.462 1.455  0.332
H12 0.770 -3.556 0.874  0.917
H13 0.775 -3.249 3.267  0.579
H14 2.118 -2.006 3.269  0.298
H15 0.838 0.827 2.043  0.651
H16 2.114 0.039 2.565  0.705
H17 2.515 -3.119 -1.370  0.546
H18 4.043 -3.337 -3.071  0.284
H19 3.389 -2.603 -4.666  0.271


Molecular formula: C21H20AsClN3O8S4SbTi
Method: DFT, ωB97M-V/def2-TZVPD

Values from the calculation:
2S+1: 3
Lowest unoccupied orbital energy (alpha / beta), eV: 3.55 / 3.54
Expectation value of S²: 2.02
Charge: -2

Last column: Mulliken charge in e.
CARTESIAN COORDINATES (ANGSTROEM)
Ti1 0.374 0.724 -2.441  0.772
O1 1.370 3.597 0.101  -0.606
C1 0.759 2.998 -0.987  0.962
O2 1.336 1.879 -1.392  -0.656
C2 -0.712 2.790 -0.798  -0.119
C3 -1.616 3.604 -0.132  -1.209
C4 -2.953 3.179 -0.092  -0.898
C5 -3.347 2.047 -0.772  -0.943
C6 -2.375 1.287 -1.474  1.116
N1 -1.057 1.662 -1.415  0.952
C7 -2.522 0.158 -2.300  -0.163
O3 -3.757 -0.392 -2.543  -0.544
O4 -1.504 -0.409 -2.788  -0.577
H1 2.322 3.482 -0.016  0.399
H2 -1.282 4.514 0.341  0.513
H3 -3.675 3.746 0.480  0.374
H4 -4.381 1.732 -0.761  0.254
H5 -4.430 0.210 -2.207  0.254
O5 5.214 -3.517 0.272  -0.513
C8 3.991 -3.458 -0.341  0.431
O6 3.656 -4.341 -1.082  -0.540
C9 3.177 -2.298 0.042  -0.157
C10 2.969 -1.825 1.343  0.693
Cl1 3.471 -2.638 2.771  -0.225
N2 2.070 -0.782 1.296  0.383
N3 1.752 -0.549 -0.004  0.136
C11 2.386 -1.447 -0.753  0.009
C12 2.188 -1.440 -2.230  -0.058
O7 3.010 -1.908 -2.993  -0.678
O8 1.055 -0.916 -2.576  -0.248
C13 1.424 -0.056 2.278  0.560
C14 0.404 0.831 1.877  1.274
C15 -0.324 1.530 2.807  -0.523
C16 -0.061 1.388 4.167  -0.693
C17 0.969 0.549 4.569  -0.774
C18 1.712 -0.159 3.650  -1.042
H6 5.349 -2.752 0.845  0.385
H7 0.229 0.966 0.820  -0.276
H8 -1.107 2.195 2.470  0.401
H9 -0.644 1.926 4.899  0.416
H10 1.204 0.446 5.622  0.358
H11 2.508 -0.791 4.002  0.360
S1 1.467 4.206 -5.810  -0.640
As1 1.042 2.879 -4.233  0.485
S2 -0.840 1.843 -4.365  -0.456
S3 2.464 1.316 -3.916  -0.471
S4 0.877 4.297 -2.420  -0.435
C19 -0.408 -3.227 1.211  -1.465
Sb1 -1.080 -1.713 -0.233  0.533
C20 -2.577 -1.024 1.239  -1.245
C21 -2.523 -3.120 -1.104  -1.302
H12 -1.241 -3.817 1.575  0.488
H13 0.066 -2.740 2.055  0.366
H14 0.312 -3.886 0.738  0.415
H15 -3.297 -1.810 1.439  0.463
H16 -3.093 -0.142 0.875  0.303
H17 -2.056 -0.769 2.156  0.354
H18 -3.019 -3.680 -0.315  0.347
H19 -1.993 -3.803 -1.761  0.355
H20 -3.257 -2.572 -1.685  0.343


Going through the records in order, we get energy above the lowest of the compared OMol25 structures with the same formula, charge and spin values of 1.9279, 0.1182, 16.9051, 3.3917 eV.